The following is a DFT calculation (ωB97M-V/def2-TZVPD) of a cluster of 3 separate species, C31H66N3O9P2S2Si in total.

Computed properties:
HOMO level in eV: -9.517
E in hartree: -3830.36585
Relative energy (zero: lowest compared OMol25 entry of this formula, charge and spin) in kJ/mol: 787.1
Total charge: +1

Each line ends with the Löwdin charge.
Atoms and positions in Å:
1 C 4.41767 -1.38602 0.40978  -0.27
2 P 2.93109 -0.18012 0.36160  0.91
3 C 3.67692 1.39279 -0.45877  -0.27
4 O 1.88795 -0.81902 -0.87286  -0.31
5 C 0.70426 -1.39436 -0.29694  -0.48
6 O 0.80320 -2.36853 0.46929  0.06
7 C -0.67572 -0.72871 -0.77040  0.07
8 C -1.25453 -1.30996 -2.11432  -0.01
9 C -0.51844 -2.51288 -2.89751  -0.07
10 C -1.22439 -3.88599 -2.35616  -0.22
11 O -2.07585 -3.55094 -1.23003  -0.28
12 Si -2.92388 -4.92727 -0.59232  0.48
13 C -1.90402 -5.96584 0.66085  -0.20
14 C -4.41117 -4.20236 0.42790  -0.19
15 C -3.70903 -6.06858 -1.91821  -0.19
16 C -2.56401 -0.67777 -2.62202  -0.05
17 C -3.18142 -1.20487 -3.99321  -0.07
18 C -2.58304 -0.23080 -5.15268  -0.24
19 O -3.08506 -0.55158 -6.46937  -0.08
20 N -3.23555 0.39631 -1.89240  0.15
21 C -2.72604 0.95883 -0.65645  -0.07
22 C -3.58951 2.17301 -0.01511  -0.13
23 C -4.26459 3.10807 -1.16620  -0.21
24 C -5.11397 4.22843 -0.36083  -0.20
25 C -5.89537 5.27090 -1.31004  -0.21
26 S -5.40530 5.23250 -3.09325  0.74
27 O -6.14045 6.38455 -3.75535  -0.33
28 O -5.88601 3.97193 -3.79703  -0.35
29 O -3.77103 5.54237 -3.34616  -0.19
30 C -1.41235 0.42009 0.02064  -0.11
31 P -0.76294 1.09515 1.65375  0.36
32 O 0.35638 2.35027 1.31281  -0.25
33 O -1.99188 1.84658 2.61520  -0.29
34 S -0.00752 -0.29078 2.81922  0.35
35 H 5.23816 -0.97705 -0.29140  0.03
36 H 4.09562 -2.38901 -0.03777  0.05
37 H 4.85631 -1.49474 1.45873  0.05
38 H 4.19659 1.06745 -1.43161  0.03
39 H 4.38857 1.94858 0.23609  0.06
40 H 2.78824 2.05714 -0.78610  0.04
41 H 0.59792 -2.55947 -2.67353  0.12
42 H -0.62780 -2.40934 -4.03763  0.12
43 H -1.87952 -4.28044 -3.20582  0.10
44 H -0.46061 -4.66637 -2.01411  0.14
45 H -2.53552 -6.90151 0.90381  0.05
46 H -1.77447 -5.41894 1.67054  0.05
47 H -0.88094 -6.28896 0.23819  0.04
48 H -4.62989 -4.95099 1.26396  0.04
49 H -4.14408 -3.20399 0.91899  0.04
50 H -5.34501 -4.15320 -0.23669  0.04
51 H -3.13009 -6.09501 -2.90806  0.03
52 H -4.77578 -5.70181 -2.16197  0.05
53 H -3.84493 -7.15722 -1.55191  0.06
54 H -4.32047 -1.16643 -4.03249  0.14
55 H -2.81030 -2.26316 -4.25409  0.12
56 H -1.43119 -0.33171 -5.20441  0.13
57 H -2.80123 0.86497 -4.90375  0.12
58 H -2.31003 -0.46625 -7.07344  0.11
59 H -4.11806 0.71669 -2.33928  0.16
60 H -2.79491 2.85496 0.47523  0.12
61 H -4.33502 1.81961 0.77032  0.13
62 H -3.39443 3.53727 -1.76443  0.11
63 H -5.02751 2.53373 -1.80400  0.11
64 H -4.49415 4.73665 0.46682  0.13
65 H -5.93183 3.63563 0.20403  0.13
66 H -5.79372 6.32265 -0.87254  0.13
67 H -7.02022 5.01800 -1.25786  0.14
68 H -3.29558 4.70878 -3.58351  0.09
69 H 0.22289 3.09549 1.95765  0.09
70 H -2.70437 1.17994 2.80078  0.08
71 C -2.21607 1.15304 6.02044  -0.11
72 C -2.00377 0.83795 7.49660  -0.27
73 N -2.61354 -0.41462 7.92922  -0.19
74 C -2.62597 -0.57543 9.38257  -0.25
75 C -1.28010 -0.69229 10.09606  -0.09
76 C -2.23877 -1.60611 7.17476  -0.25
77 C -0.75702 -1.97590 7.12093  -0.09
78 H -3.28075 1.17379 5.77016  0.08
79 H -1.79769 2.13613 5.78791  0.07
80 H -1.71745 0.42930 5.37130  0.03
81 H -2.45195 1.66100 8.06429  0.12
82 H -0.92785 0.86138 7.70847  0.10
83 H -3.23960 -1.44489 9.64383  0.11
84 H -3.16161 0.28067 9.80993  0.11
85 H -0.83279 -1.67571 9.95829  0.05
86 H -1.42309 -0.55807 11.17257  0.07
87 H -0.56564 0.06636 9.76908  0.07
88 H -2.59679 -1.48843 6.14592  0.10
89 H -2.80280 -2.46643 7.55319  0.12
90 H -0.11288 -1.10945 6.95427  0.07
91 H -0.58183 -2.67282 6.29574  0.07
92 H -0.43437 -2.47929 8.03220  0.06
93 C 6.62658 -0.35123 -3.18156  -0.10
94 C 6.76707 1.13013 -3.50145  -0.28
95 N 8.07737 1.68810 -3.18742  -0.19
96 C 8.11062 3.14819 -3.25475  -0.25
97 C 7.87936 3.80231 -4.61599  -0.09
98 C 9.22461 1.01179 -3.78481  -0.25
99 C 9.27758 0.91543 -5.30893  -0.09
100 H 6.84975 -0.54898 -2.12979  0.07
101 H 5.59937 -0.67457 -3.37372  0.07
102 H 7.27963 -0.96968 -3.80095  0.07
103 H 6.01047 1.65353 -2.90547  0.10
104 H 6.50094 1.28833 -4.55389  0.10
105 H 9.06369 3.50609 -2.84962  0.11
106 H 7.35248 3.53312 -2.56182  0.11
107 H 8.75469 3.72011 -5.25860  0.06
108 H 7.68548 4.87086 -4.48104  0.07
109 H 7.01855 3.38266 -5.14133  0.07
110 H 9.27468 -0.00411 -3.37845  0.10
111 H 10.14802 1.48329 -3.42962  0.12
112 H 8.31285 0.65040 -5.74766  0.07
113 H 9.99084 0.14006 -5.60349  0.07
114 H 9.62076 1.84665 -5.75956  0.06

Force components x, y, z for each atom (eV/Å):
0.591 0.203 -1.447
1.143 0.480 1.131
-0.686 -0.662 -1.571
-2.276 -0.196 0.709
1.725 -2.046 1.736
-1.107 3.620 -3.134
-2.058 0.685 -1.460
-1.202 3.070 1.682
-0.642 0.014 0.816
-0.122 0.491 -0.378
-0.026 -1.760 -0.733
-1.000 0.201 1.348
0.342 -0.328 0.383
0.007 -0.214 0.039
-0.585 -0.486 -0.961
1.788 -0.871 1.446
0.789 0.912 -0.540
0.911 0.248 0.017
1.080 0.146 0.824
3.385 -1.967 0.907
1.045 -1.124 0.175
1.404 0.368 -1.273
-0.357 -0.424 1.672
-0.360 -0.829 0.037
0.280 -0.313 1.892
-4.771 1.633 -5.877
2.925 -2.557 2.957
2.719 2.101 3.051
-1.556 -1.287 0.881
-1.923 -1.127 -4.505
1.159 0.076 3.054
-2.992 -0.994 0.731
0.810 -0.947 -2.608
-0.710 0.969 -1.548
-1.106 -0.679 1.120
0.387 1.311 0.927
-0.905 0.138 -1.437
-0.434 0.667 1.439
-1.037 -0.919 -0.847
1.465 -0.914 0.793
-1.532 0.441 -0.121
0.061 -0.055 1.855
1.053 0.275 1.086
-0.828 1.130 -0.805
1.048 1.311 -0.513
0.005 -0.725 -1.726
-1.538 0.385 0.866
0.226 1.016 -1.057
-0.565 -1.294 -0.751
1.297 0.260 1.074
-0.838 -0.147 1.378
1.656 -0.435 0.313
0.431 1.773 -0.493
1.520 -0.052 0.243
-0.759 1.638 0.824
-1.730 0.103 0.572
0.098 -1.406 -0.223
-1.089 -0.145 0.545
0.885 0.007 0.814
-1.453 -1.252 -0.481
1.007 0.307 -1.144
-1.377 -0.542 0.649
1.327 0.898 0.693
-0.769 -0.606 -1.609
1.315 0.953 -0.864
0.072 -1.335 -1.166
1.851 0.399 -0.845
-0.674 0.663 0.139
0.167 -0.891 -0.656
1.057 0.619 -0.010
0.050 -0.092 -0.088
-0.083 -0.083 -0.102
-0.247 -0.077 0.172
-0.181 0.173 0.064
0.104 -0.066 0.228
-0.092 0.063 -0.283
0.173 -0.232 -0.049
0.012 -0.068 0.072
-0.004 -0.071 0.046
-0.017 0.038 0.010
0.012 -0.231 0.171
0.127 0.101 -0.026
0.061 0.006 -0.215
0.048 0.031 -0.183
0.066 0.049 -0.037
-0.007 0.000 -0.086
-0.048 -0.048 -0.012
0.022 0.144 0.064
-0.005 0.227 0.176
-0.056 -0.013 0.023
-0.016 0.045 0.036
0.075 0.114 -0.028
0.079 -0.078 -0.021
0.139 -0.057 -0.007
0.051 0.227 0.238
-0.129 0.027 0.204
0.021 0.239 -0.121
0.021 -0.340 0.107
0.192 -0.020 -0.210
0.091 0.019 -0.076
0.046 0.044 -0.012
-0.023 0.009 0.077
0.203 0.234 -0.059
-0.137 -0.020 -0.109
-0.004 -0.218 -0.055
-0.035 -0.178 -0.026
-0.065 -0.047 -0.049
0.013 -0.078 0.008
0.060 -0.012 0.032
-0.150 0.074 0.015
-0.242 0.151 0.051
0.024 0.028 0.046
-0.051 0.045 0.030
-0.121 -0.043 -0.053